No. 1
DFT (ωB97M-V/def2-TZVPD) results for C16H28BrN4O2ReSSbSe4 as an isolated structure in a non-equilibrium geometry.

Values from the calculation:
Calculated total energy = -378007.6916 eV
Lowest unoccupied orbital energy = -10.154 eV
Energy relative to the best compared isomer or geometry (same formula, charge and spin) = 0.000 eV
Multiplicity = 1
Net charge = +3
Gap between HOMO and LUMO = 0.2452 hartree
Molar mass = 1044.20 g mol⁻¹

Each line ends with the natural charge from an NBO analysis.
Positions of all 58 atoms, in Å:
Re: 0.785 0.896 2.871  0.9096
Se: 5.390 4.105 1.669  -0.0659
Sb: 3.745 2.764 2.486  1.0369
Se: 0.770 -0.315 0.776  0.0152
Se: 1.341 3.310 2.982  -0.2468
Se: 3.219 0.324 2.701  -0.1672
N: -2.222 0.654 2.242  -0.6506
N: -1.215 1.682 2.419  -0.6372
H: -2.944 1.011 1.620  0.3874
H: -2.670 0.491 3.136  0.3836
H: -1.485 2.292 3.193  0.4054
H: -1.222 2.280 1.593  0.4322
Br: 4.180 -2.794 6.380  0.1761
C: 2.487 -2.397 7.077  -0.0970
C: 2.130 -2.851 8.352  -0.0924
C: 0.879 -2.572 8.890  -0.1889
C: -0.042 -1.837 8.174  -0.0986
C: 0.341 -1.386 6.887  -0.2585
C: 1.599 -1.657 6.330  -0.1575
C: -0.682 -0.664 6.279  0.9455
O: -1.661 -0.176 6.035  -0.2993
O: 0.414 0.155 4.336  -0.6235
H: 2.842 -3.429 8.927  0.2694
H: 0.624 -2.932 9.877  0.2724
H: -1.019 -1.612 8.581  0.2601
H: 1.861 -1.308 5.346  0.2445
C: -3.912 1.307 -2.851  -0.6097
C: -3.734 0.927 -4.321  -0.4106
C: -2.292 0.687 -4.771  -0.4147
C: -1.652 -0.610 -4.286  -0.2341
N: -1.494 -0.679 -2.818  -0.5287
C: -0.663 -0.051 -2.015  0.3982
S: -1.205 -0.133 -0.310  0.0620
N: 0.414 0.625 -2.348  -0.5407
C: 1.123 0.706 -3.642  -0.2328
C: 1.992 -0.518 -3.898  -0.4076
C: 2.763 -0.410 -5.215  -0.4012
C: 1.866 -0.333 -6.444  -0.6182
H: -4.889 1.759 -2.691  0.2433
H: -3.157 2.037 -2.540  0.1910
H: -3.856 0.445 -2.180  0.1741
H: -4.135 1.733 -4.936  0.2371
H: -4.341 0.048 -4.557  0.2157
H: -1.671 1.542 -4.482  0.1969
H: -2.262 0.646 -5.862  0.2505
H: -0.683 -0.783 -4.751  0.2254
H: -2.276 -1.464 -4.544  0.2402
H: -2.215 -1.201 -2.339  0.4328
H: 0.905 1.038 -1.570  0.4179
H: 1.728 1.611 -3.591  0.2285
H: 0.398 0.866 -4.434  0.2258
H: 1.362 -1.414 -3.914  0.2028
H: 2.689 -0.638 -3.063  0.2123
H: 3.415 -1.280 -5.295  0.2318
H: 3.423 0.462 -5.176  0.2088
H: 1.160 -1.168 -6.468  0.2027
H: 2.457 -0.390 -7.356  0.2486
H: 1.300 0.600 -6.494  0.1969


No. 2
DFT (ωB97M-V/def2-TZVPD) results for a 3-piece molecular cluster, C15H16BINO7S overall.

Values from the calculation:
Calculated total energy = -51242.0647 eV
Lowest unoccupied orbital energy = -3.662 eV
Multiplicity = 1
Net charge = +1
Gap between HOMO and LUMO = 0.3098 hartree
Molar mass = 492.08 g mol⁻¹

Each line ends with the natural charge from an NBO analysis.
Positions of all 42 atoms, in Å:
N: 1.384 -4.251 -1.559  -0.8344
C: 1.285 -3.258 -2.590  -0.3008
S: -0.484 -2.785 -2.656  0.5337
C: -0.527 -1.033 -3.094  -0.6452
C: -1.424 -0.355 -2.069  0.4182
O: -2.602 -0.460 -2.094  -0.4676
I: -0.363 0.712 -0.588  0.1474
B: -1.340 -3.741 -4.074  1.0320
O: -0.937 -4.973 -4.390  -0.8347
O: -2.366 -3.067 -4.620  -0.9035
H: 2.327 -4.605 -1.474  0.4004
H: 1.061 -3.912 -0.663  0.3843
H: 1.837 -2.329 -2.447  0.2210
H: 1.567 -3.702 -3.540  0.2179
H: -0.930 -0.886 -4.091  0.2942
H: 0.493 -0.678 -3.022  0.2727
H: 0.006 -5.153 -4.294  0.5196
H: -3.256 -3.229 -4.284  0.5463
C: 5.274 3.132 1.856  -0.2137
C: 5.414 2.336 0.799  -0.2447
C: 4.244 1.942 -0.023  0.4963
O: 4.354 1.203 -0.979  -0.5168
C: 2.918 2.475 0.374  -0.2526
C: 2.769 3.266 1.431  -0.2119
C: 3.943 3.660 2.259  0.4719
O: 3.814 4.379 3.221  -0.4616
H: 6.111 3.433 2.473  0.2408
H: 6.372 1.939 0.490  0.2373
H: 2.094 2.165 -0.257  0.2111
H: 1.809 3.663 1.739  0.2419
C: -3.473 0.440 4.383  -0.2104
C: -2.537 1.284 3.958  -0.2453
C: -2.728 2.084 2.722  0.4817
O: -1.870 2.845 2.326  -0.5088
C: -4.003 1.915 1.981  -0.2319
C: -4.939 1.070 2.405  -0.2248
C: -4.748 0.263 3.639  0.4705
O: -5.596 -0.510 4.020  -0.4709
H: -3.358 -0.155 5.280  0.2366
H: -1.602 1.431 4.483  0.2352
H: -4.119 2.514 1.087  0.2320
H: -5.876 0.928 1.882  0.2368


No. 3
DFT (ωB97M-V/def2-TZVPD) results for a 3-piece molecular cluster, C4H12N2 overall.

Values from the calculation:
Calculated total energy = -7317.8866 eV
Lowest unoccupied orbital energy (alpha / beta) = 0.648 / 0.648 eV
Energy relative to the best compared isomer or geometry (same formula, charge and spin) = 5.142 eV
Multiplicity = 1
Gap between HOMO and LUMO (alpha / beta) = 0.2491 / 0.2492 hartree
Molar mass = 88.15 g mol⁻¹

Each line ends with the natural charge from an NBO analysis.
Positions of all 18 atoms, in Å:
C: 0.876 0.412 -0.262  0.2156
C: 0.318 -0.835 -0.490  -0.2571
C: -1.475 0.339 -0.735  -0.4792
C: -2.143 0.522 0.601  -0.6525
N: 1.017 0.982 0.940  -0.7562
N: 2.240 -1.703 -0.252  -1.1899
H: 1.234 0.988 -1.103  0.2173
H: 0.848 0.448 1.776  0.4053
H: 1.490 1.862 1.041  0.4049
H: 2.806 -1.551 -1.089  0.3158
H: 2.810 -1.355 0.521  0.3114
H: -0.070 -1.443 0.309  0.2278
H: 0.294 -1.232 -1.487  0.2415
H: -1.936 -0.418 -1.367  0.1972
H: -1.339 1.263 -1.297  0.1843
H: -2.240 -0.428 1.135  0.2003
H: -3.154 0.942 0.516  0.2161
H: -1.577 1.207 1.242  0.1975


No. 4
DFT (ωB97M-V/def2-TZVPD) results for a single C6H10 molecule.

Values from the calculation:
Calculated total energy = -6382.3314 eV
Lowest unoccupied orbital energy = 1.139 eV
Energy relative to the best compared isomer or geometry (same formula, charge and spin) = 1.528 eV
Multiplicity = 1
SMILES string = C#CCCCC
Gap between HOMO and LUMO = 0.4053 hartree
Molar mass = 82.15 g mol⁻¹

Each line ends with the natural charge from an NBO analysis.
Positions of all 16 atoms, in Å:
C: 0.305 -0.950 3.427  -0.2554
C: -0.218 -0.836 2.348  -0.0009
C: -0.851 -0.667 1.039  -0.4835
C: 0.151 -0.427 -0.121  -0.3820
C: -0.283 0.727 -1.023  -0.3909
C: 0.653 0.945 -2.209  -0.6043
H: 0.793 -1.070 4.365  0.2339
H: -1.539 0.183 1.118  0.2306
H: -1.471 -1.549 0.837  0.2341
H: 0.262 -1.342 -0.717  0.2016
H: 1.147 -0.207 0.284  0.2099
H: -0.330 1.643 -0.418  0.1962
H: -1.305 0.546 -1.384  0.1939
H: 1.681 1.127 -1.873  0.2035
H: 0.340 1.808 -2.805  0.2109
H: 0.667 0.069 -2.867  0.2023


No. 5
DFT (ωB97M-V/def2-TZVPD) results for a single C2H8NOP molecule in a non-equilibrium geometry.

Values from the calculation:
Calculated total energy = -15026.9816 eV
Lowest unoccupied orbital energy = 0.947 eV
Energy relative to the best compared isomer or geometry (same formula, charge and spin) = 4.141 eV
Multiplicity = 1
SMILES string = CN(C)OP
Gap between HOMO and LUMO = 0.3838 hartree
Molar mass = 93.07 g mol⁻¹

Each line ends with the natural charge from an NBO analysis.
Positions of all 13 atoms, in Å:
C: 0.593 1.017 -0.302  -0.4479
N: 0.193 -0.337 -0.174  -0.1129
C: 1.084 -1.115 0.603  -0.4339
O: -1.161 -0.186 0.716  -0.7575
P: -2.564 -0.108 -0.066  0.6913
H: -0.067 1.460 -0.964  0.2136
H: 0.772 1.607 0.693  0.1832
H: 1.573 1.153 -0.813  0.2150
H: 0.727 -2.150 0.836  0.2208
H: 1.839 -1.325 -0.028  0.2137
H: 1.364 -0.517 1.484  0.1803
H: -2.381 1.187 -0.719  -0.1060
H: -1.973 -0.685 -1.266  -0.0596


No. 6
DFT (ωB97M-V/def2-TZVPD) results for a 2-piece molecular cluster, C3H8FN2O overall in a non-equilibrium geometry.

Values from the calculation:
Calculated total energy = -10976.3813 eV
Lowest unoccupied orbital energy = -3.392 eV
Energy relative to the best compared isomer or geometry (same formula, charge and spin) = 2.600 eV
Multiplicity = 1
Net charge = +1
Gap between HOMO and LUMO = 0.3832 hartree
Molar mass = 107.11 g mol⁻¹

Each line ends with the natural charge from an NBO analysis.
Positions of all 15 atoms, in Å:
C: 1.501 -0.225 2.191  0.3463
C: -2.084 0.792 -2.801  -0.4633
C: -2.117 -0.289 -2.096  0.2118
N: 2.559 0.512 2.256  -0.7136
N: 0.833 -0.445 1.098  -0.2183
O: -0.324 -1.182 1.009  -0.4817
F: -1.083 -0.728 -1.314  -0.3777
H: 1.016 -0.615 3.122  0.2571
H: -0.731 -0.788 0.195  0.5040
H: -2.728 1.083 -3.631  0.2568
H: -1.172 1.463 -2.814  0.2202
H: -2.883 -1.040 -2.012  0.1952
H: 3.033 0.495 3.095  0.4263
H: 3.094 0.927 1.472  0.4353
H: 1.086 0.041 0.229  0.4015


No. 7
DFT (ωB97M-V/def2-TZVPD) results for a 2-piece molecular cluster, C2H7N overall in a non-equilibrium geometry.

Values from the calculation:
Calculated total energy = -3676.3992 eV
Lowest unoccupied orbital energy = 1.071 eV
Energy relative to the best compared isomer or geometry (same formula, charge and spin) = 1.083 eV
Multiplicity = 1
SMILES string = C=C.N
Gap between HOMO and LUMO = 0.4048 hartree
Molar mass = 45.09 g mol⁻¹

Each line ends with the natural charge from an NBO analysis.
Positions of all 10 atoms, in Å:
C: -1.405 0.420 -0.764  -0.3779
C: -0.899 1.217 -1.698  -0.3903
H: -2.449 0.479 -0.480  0.1904
H: -0.760 -0.187 -0.148  0.1915
H: -1.408 2.150 -1.920  0.1955
H: 0.146 1.170 -1.989  0.1904
N: 1.685 -0.976 1.829  -1.0459
H: 2.448 -1.498 2.245  0.3508
H: 1.795 -1.263 0.852  0.3462
H: 0.847 -1.512 2.073  0.3493


No. 8
DFT (ωB97M-V/def2-TZVPD) results for C5H9N as an isolated structure in a non-equilibrium geometry.

Values from the calculation:
Calculated total energy = -6807.6400 eV
Lowest unoccupied orbital energy (alpha / beta) = -6.642 / -6.553 eV
Energy relative to the best compared isomer or geometry (same formula, charge and spin) = 5.236 eV
Multiplicity = 2
Net charge = +1
Gap between HOMO and LUMO (alpha / beta) = 0.2550 / 0.2679 hartree
Molar mass = 83.13 g mol⁻¹

Each line ends with the Löwdin spin population.
Positions of all 15 atoms, in Å:
C: 0.218 1.657 -1.259  0.0732
N: 0.747 0.425 -0.799  0.4960
C: -0.051 -0.613 -0.415  0.0148
C: -1.225 -1.037 -1.093  0.3714
C: 0.585 -0.422 2.104  -0.0270
C: 0.375 -1.240 0.842  -0.0213
H: 0.754 2.061 -2.188  0.0239
H: -0.856 1.762 -1.240  0.0015
H: 0.371 2.564 -0.580  0.0433
H: -0.106 0.442 2.239  -0.0015
H: -2.064 -1.617 -0.673  0.0188
H: -1.497 -0.416 -1.924  0.0169
H: 1.354 -0.493 1.169  -0.0038
H: 1.007 -0.771 2.994  -0.0014
H: 0.387 -2.302 0.823  -0.0049


No. 9
DFT (ωB97M-V/def2-TZVPD) results for a 2-piece molecular cluster, CH2N2O2 overall in a non-equilibrium geometry.

Values from the calculation:
Calculated total energy = -8145.3706 eV
Lowest unoccupied orbital energy = 1.016 eV
Energy relative to the best compared isomer or geometry (same formula, charge and spin) = 0.000 eV
Multiplicity = 1
SMILES string = O=CO.N#N
Gap between HOMO and LUMO = 0.4398 hartree
Molar mass = 74.04 g mol⁻¹

Each line ends with the natural charge from an NBO analysis.
Positions of all 7 atoms, in Å:
O: -0.184 0.592 0.544  -0.5874
C: -0.343 -0.131 -0.420  0.6521
O: -0.213 -1.448 -0.512  -0.6748
H: -0.645 0.237 -1.464  0.1084
H: 0.041 -1.826 0.356  0.5017
N: 1.695 -1.247 1.911  -0.0389
N: 2.395 -0.438 2.267  0.0389